[1]
# C18H51FeN6O8

A molecular structure, C18H51FeN6O8 in a non-equilibrium geometry (the ωB97M-V functional and the def2-TZVPD basis, OMol25).

```
! RIJCOSX wB97M-V def2-TZVPD def2/J DEFGRID3
* xyz 1 5
Fe 2.366 0.886 -3.035
C 2.311 -1.021 0.347
C 1.111 -0.844 -0.587
C 0.097 0.081 0.097
O 1.436 -0.500 -1.890
H 3.067 -1.641 -0.146
H 2.005 -1.577 1.235
H 2.823 -0.099 0.633
H 0.578 -1.800 -0.494
H -0.158 -0.349 1.066
H -0.777 0.026 -0.556
H 0.501 1.071 0.295
C 5.369 0.318 -1.840
O 4.192 0.690 -2.062
N 5.709 -0.983 -1.861
N 6.382 1.215 -1.829
H 5.028 -1.720 -1.863
H 6.618 -1.098 -1.439
H 7.298 0.964 -1.501
H 6.046 2.161 -1.736
C 1.154 3.488 -1.703
O 1.902 2.488 -1.839
N 1.411 4.687 -2.252
N -0.107 3.366 -1.197
H 0.617 5.300 -2.317
H 2.203 4.926 -2.819
H -0.588 4.242 -1.284
H -0.390 2.545 -0.697
C 1.391 -3.642 -3.686
O 1.387 -4.825 -4.013
N 0.372 -2.793 -4.052
N 2.427 -3.023 -3.084
H -0.431 -3.184 -4.505
H 0.284 -1.950 -3.502
H 2.282 -2.065 -2.814
H 3.288 -3.519 -2.961
C -4.996 -2.394 0.502
C -3.639 -3.004 0.650
C -2.591 -2.105 1.279
O -3.694 -4.222 1.405
H -4.990 -1.442 -0.042
H -5.413 -2.032 1.445
H -5.683 -2.997 -0.088
H -3.239 -3.254 -0.340
H -2.694 -1.760 2.309
H -2.653 -1.135 0.767
H -1.585 -2.486 1.092
H -2.863 -4.684 1.262
C -1.702 1.113 4.031
C -1.092 -0.148 4.556
C 0.431 -0.142 4.527
O -1.583 -0.354 5.891
H -2.750 0.967 3.753
H -1.213 1.462 3.115
H -1.679 1.937 4.746
H -1.493 -1.029 4.042
H 0.876 0.088 3.558
H 0.767 -1.134 4.827
H 0.774 0.662 5.182
H -2.542 -0.411 5.875
C 1.685 5.206 4.188
C 2.096 4.050 3.270
C 1.208 3.981 2.024
O 3.431 4.256 2.799
H 2.375 5.251 5.032
H 0.680 5.032 4.578
H 1.664 6.199 3.738
H 2.049 3.117 3.835
H 0.984 2.955 1.719
H 1.645 4.482 1.161
H 0.224 4.412 2.222
H 4.024 3.721 3.334
C -3.588 -2.829 -4.606
C -4.103 -2.428 -3.213
C -3.307 -1.189 -2.715
O -5.466 -2.107 -3.263
H -3.427 -1.928 -5.202
H -4.204 -3.554 -5.135
H -2.590 -3.276 -4.567
H -3.995 -3.230 -2.472
H -3.135 -1.068 -1.645
H -3.889 -0.307 -2.997
H -2.337 -1.143 -3.212
H -5.980 -2.917 -3.325
*
```

## Properties
* highest occupied orbital energy (spin up / spin down): -11.572 / -11.566 eV

=====

[2]
# C18H51N3O6

6 unconnected molecules or ions with the total composition C18H51N3O6 in a non-equilibrium geometry (the ωB97M-V functional and the def2-TZVPD basis, OMol25).

```
! RIJCOSX wB97M-V def2-TZVPD def2/J DEFGRID3
* xyz 0 1
C -3.077 3.583 -2.894
O -2.337 3.631 -1.698
C -3.018 2.988 -0.635
C -2.233 3.244 0.632
C -2.738 2.380 1.768
N -2.246 4.652 1.074
H -3.176 2.555 -3.266
H -2.522 4.097 -3.680
H -4.047 4.071 -2.759
H -4.057 3.338 -0.591
H -3.029 1.900 -0.799
H -1.188 2.968 0.471
H -2.744 1.306 1.585
H -3.674 2.719 2.226
H -2.080 2.493 2.636
H -1.755 5.166 0.341
H -3.186 5.031 0.958
C 5.434 -4.039 -0.296
O 4.111 -4.086 0.187
C 3.901 -3.210 1.270
C 2.617 -3.610 1.971
C 2.121 -2.539 2.939
N 2.739 -4.883 2.759
H 5.474 -4.677 -1.177
H 6.111 -4.531 0.421
H 5.810 -3.032 -0.486
H 4.759 -3.232 1.961
H 3.807 -2.165 0.937
H 1.879 -3.923 1.230
H 2.224 -1.573 2.440
H 2.764 -2.476 3.820
H 1.098 -2.791 3.202
H 3.393 -4.675 3.514
H 3.277 -5.530 2.183
C 3.311 -0.463 -3.131
O 3.104 0.837 -2.612
C 1.908 0.987 -1.852
C 0.653 0.815 -2.688
C 0.461 1.972 -3.662
N -0.536 0.746 -1.804
H 2.745 -1.255 -2.641
H 4.384 -0.644 -3.167
H 2.989 -0.444 -4.184
H 1.912 0.260 -1.033
H 1.957 2.033 -1.544
H 0.676 -0.123 -3.250
H 1.396 2.371 -4.054
H -0.093 2.790 -3.195
H -0.159 1.634 -4.496
H -0.232 0.264 -0.956
H -0.754 1.689 -1.492
C -3.618 -0.973 -1.976
C -2.891 -1.017 -3.336
O -3.561 -1.836 -4.301
H -4.417 -1.711 -2.019
H -3.992 0.034 -1.810
H -2.925 -1.221 -1.178
H -1.850 -1.333 -3.247
H -2.817 -0.002 -3.729
H -3.127 -2.692 -4.272
C -0.341 2.397 5.235
C 0.119 1.175 4.475
O 0.342 1.513 3.062
H -1.084 2.970 4.684
H 0.515 3.068 5.375
H -0.673 2.135 6.239
H -0.605 0.364 4.528
H 1.113 0.825 4.751
H 0.541 2.453 3.099
C -1.066 -2.507 0.369
C -1.234 -1.264 1.228
O -0.154 -0.380 0.945
H -1.960 -3.118 0.274
H -0.200 -3.076 0.714
H -0.781 -2.171 -0.633
H -1.297 -1.458 2.302
H -2.212 -0.844 0.946
H 0.036 0.049 1.791
*
```

## Properties
* highest occupied orbital energy: -8.764 eV
* energy relative to the best compared isomer or geometry (same formula, charge and spin): 0.2362 eV

=====

[3]
# C18H52Cl4O20P4

8 unconnected molecules or ions with the total composition C18H52Cl4O20P4 in a non-equilibrium geometry (the ωB97M-V functional and the def2-TZVPD basis, OMol25).

```
! RIJCOSX wB97M-V def2-TZVPD def2/J DEFGRID3
* xyz 0 1
C 4.866 -0.185 4.722
O 3.633 -0.555 4.097
P 2.585 0.598 3.787
O 3.053 1.530 2.770
O 1.287 -0.191 3.377
C 1.369 -1.008 2.213
O 2.183 1.176 5.181
C 1.784 0.318 6.241
H 5.639 -0.040 3.970
H 5.136 -0.979 5.413
H 4.785 0.752 5.281
H 0.410 -1.031 1.702
H 1.746 -2.015 2.399
H 2.089 -0.578 1.504
H 2.270 -0.657 6.193
H 0.701 0.190 6.251
H 2.059 0.783 7.188
C 2.848 -4.824 -1.156
O 4.125 -5.495 -1.043
P 4.245 -6.727 -0.083
O 3.006 -7.172 0.551
O 5.379 -6.312 0.905
C 5.118 -5.652 2.143
O 4.979 -7.745 -1.008
C 4.991 -9.150 -0.748
H 2.961 -3.837 -0.706
H 2.023 -5.350 -0.688
H 2.699 -4.698 -2.225
H 5.672 -4.715 2.150
H 5.445 -6.298 2.954
H 4.054 -5.438 2.255
H 6.024 -9.484 -0.792
H 4.401 -9.640 -1.521
H 4.534 -9.382 0.214
C 2.064 -0.511 -1.599
O 1.090 0.411 -2.051
P -0.429 0.226 -1.648
O -1.029 -1.082 -1.862
O -0.552 0.737 -0.151
C 0.173 1.905 0.258
O -1.058 1.423 -2.485
C -2.485 1.437 -2.583
H 2.743 -0.008 -0.896
H 2.650 -0.834 -2.454
H 1.729 -1.360 -0.999
H -0.488 2.485 0.904
H 0.389 2.576 -0.573
H 1.048 1.626 0.844
H -2.782 2.486 -2.618
H -2.946 1.063 -1.665
H -2.888 0.912 -3.445
C -6.242 1.744 -2.311
O -6.546 2.266 -3.604
P -8.026 2.585 -4.000
O -9.089 2.003 -3.184
O -8.087 4.161 -4.114
C -8.539 4.921 -2.991
O -7.988 2.154 -5.506
C -9.132 2.398 -6.309
H -5.865 0.723 -2.366
H -7.131 1.739 -1.678
H -5.487 2.362 -1.825
H -9.029 5.810 -3.382
H -7.693 5.260 -2.386
H -9.210 4.338 -2.363
H -9.062 1.779 -7.201
H -9.204 3.446 -6.605
H -10.067 2.116 -5.817
Cl -2.715 5.184 -3.490
C -1.243 4.656 -4.328
Cl 0.208 5.165 -3.474
H -1.268 3.573 -4.360
H -1.256 5.095 -5.317
Cl -1.228 5.326 1.401
C -0.143 6.630 0.939
Cl 1.538 6.242 1.323
H -0.190 6.807 -0.132
H -0.478 7.552 1.403
O -3.844 -1.932 3.073
C -2.816 -0.948 3.181
C -2.865 -0.044 1.963
O -4.179 0.425 1.683
H -4.323 -1.973 3.904
H -2.878 -0.410 4.128
H -1.850 -1.469 3.151
H -2.517 -0.604 1.092
H -2.266 0.850 2.129
H -4.712 -0.335 1.427
O 7.223 0.961 -0.127
C 6.024 0.227 -0.244
C 5.464 -0.202 1.105
O 6.069 -1.383 1.603
H 7.009 1.880 0.057
H 5.246 0.816 -0.749
H 6.192 -0.676 -0.832
H 4.388 -0.376 1.020
H 5.499 0.649 1.798
H 6.974 -1.167 1.846
*
```

## Properties
* highest occupied orbital energy: -10.070 eV
* energy relative to the best compared isomer or geometry (same formula, charge and spin): 0.5675 eV

=====

Number 1: DFT total energy -79196.1831 eV. Number 2: DFT total energy -36245.7082 eV. Number 3: DFT total energy -147712.4839 eV.